Density functional theory data (ωB97M-V with the def2-TZVPD basis set) for a cluster of 8 separate species, C54H65N9O9 in total.

Each line ends with the Löwdin charge.
Atoms and positions in Å:
C 20.53821 -22.47024 8.99215  0.053
N 19.08111 -22.77652 9.21820  -0.048
C 18.64992 -23.01951 10.48336  0.004
C 17.38994 -23.33346 10.78388  0.021
C 16.47760 -23.33497 9.75866  -0.139
C 16.89986 -23.07964 8.50393  0.050
C 18.24866 -22.76794 8.23092  -0.004
C 15.05278 -23.71270 10.08556  -0.096
C 14.30341 -24.40852 9.14649  0.044
C 13.02055 -24.69672 9.42849  0.000
N 12.46471 -24.46150 10.62199  -0.070
C 13.13924 -23.67541 11.45244  0.010
C 14.42760 -23.25489 11.23171  0.058
C 11.08720 -24.89079 10.98213  0.075
H 20.65353 -21.86994 8.08350  0.111
H 21.06943 -23.43010 8.74933  0.125
H 20.99495 -21.88451 9.72432  0.081
H 19.50016 -23.01355 11.14903  0.152
H 17.20093 -23.64703 11.82206  0.157
H 16.20520 -23.08914 7.63694  0.142
H 18.47023 -22.53929 7.15813  0.157
H 14.67760 -24.66933 8.15185  0.149
H 12.44552 -25.23384 8.69156  0.157
H 12.61649 -23.42948 12.35940  0.157
H 14.81825 -22.46965 11.86164  0.148
H 10.84427 -25.80310 10.38972  0.131
H 10.50721 -24.04890 10.71700  0.104
H 11.08023 -25.05217 12.04975  0.110
C 23.11212 -25.75312 2.54992  0.066
N 23.74898 -24.63150 1.73983  -0.034
C 22.93153 -24.04241 0.86624  0.007
C 23.44216 -23.01678 0.11057  0.029
C 24.75905 -22.61634 0.21526  -0.138
C 25.55033 -23.22188 1.15887  0.044
C 25.00205 -24.22105 1.96291  0.024
C 25.25701 -21.65765 -0.82993  -0.107
C 26.45437 -21.71875 -1.46482  0.034
C 26.78495 -20.79037 -2.39806  0.021
N 25.99944 -19.73020 -2.64961  -0.082
C 24.73514 -19.66069 -2.08239  0.044
C 24.39891 -20.59112 -1.14926  0.041
C 26.41336 -18.70714 -3.59127  0.025
H 23.51588 -25.62460 3.53855  0.066
H 23.54569 -26.72805 2.24518  0.122
H 22.03840 -25.64872 2.41828  0.088
H 21.93733 -24.47240 0.68910  0.099
H 22.72076 -22.60640 -0.63924  0.121
H 26.58138 -22.91244 1.36143  0.141
H 25.57371 -24.75730 2.74781  0.097
H 27.05170 -22.63419 -1.28566  0.160
H 27.74998 -20.81910 -2.85720  0.152
H 24.15053 -18.76761 -2.30065  0.158
H 23.38862 -20.56752 -0.78257  0.131
H 25.79539 -18.79539 -4.52749  0.141
H 27.37181 -18.92687 -3.91233  0.071
H 26.41737 -17.71581 -3.06899  0.138
C 26.85929 -35.07052 8.98616  0.044
N 26.60296 -33.63734 8.72631  -0.068
C 26.92921 -32.66882 9.62243  0.005
C 26.66158 -31.35372 9.40024  0.046
C 25.93306 -30.96242 8.26249  -0.126
C 25.56576 -31.91775 7.32560  0.065
C 25.90128 -33.22563 7.61280  0.047
C 25.59605 -29.57505 8.05724  -0.141
C 24.31605 -29.35329 7.62025  0.061
C 23.99951 -28.02924 7.36766  0.021
N 24.86959 -27.03809 7.55588  -0.046
C 26.11890 -27.29429 8.02441  0.003
C 26.47136 -28.55330 8.42154  0.060
C 24.44638 -25.66856 7.03040  0.053
H 27.70951 -35.18961 9.61776  0.095
H 27.05715 -35.51778 8.00225  0.121
H 26.09459 -35.46727 9.61877  0.106
H 27.46212 -32.98732 10.51635  0.155
H 27.04370 -30.58239 10.05390  0.131
H 25.00378 -31.64609 6.40220  0.099
H 25.72890 -33.99115 6.88562  0.143
H 23.62530 -30.13400 7.43475  0.118
H 22.98935 -27.71831 7.04454  0.162
H 26.79531 -26.46349 8.19704  0.152
H 27.41993 -28.77742 8.81127  0.122
H 25.10600 -24.91478 7.44182  0.099
H 23.41126 -25.51162 7.30066  0.087
H 24.67921 -25.66558 5.94712  0.076
C 18.90282 -31.61160 4.08734  0.029
N 18.76844 -30.64386 2.98189  -0.064
C 17.61627 -30.55371 2.26581  0.003
C 17.40621 -29.44806 1.48809  0.022
C 18.33963 -28.42189 1.38116  -0.123
C 19.56228 -28.59783 1.99189  0.087
C 19.72338 -29.70758 2.87918  0.064
C 18.05504 -27.12016 0.63388  -0.109
C 17.81859 -27.05229 -0.75057  0.058
C 17.79631 -25.82340 -1.35956  0.025
N 17.91835 -24.68361 -0.60093  -0.043
C 18.03155 -24.75229 0.72474  0.005
C 18.14231 -25.96202 1.38352  0.041
C 18.01607 -23.32408 -1.19106  0.047
H 18.88800 -32.59175 3.68305  0.095
H 18.11256 -31.39879 4.81531  0.117
H 19.89074 -31.51144 4.58193  0.079
H 16.88296 -31.37269 2.34152  0.161
H 16.38706 -29.42217 1.04309  0.150
H 20.30990 -27.84170 1.89371  0.121
H 20.60624 -29.84070 3.46755  0.089
H 17.69769 -27.92828 -1.30803  0.121
H 17.66317 -25.68855 -2.36406  0.124
H 18.03879 -23.85967 1.31421  0.148
H 18.27361 -25.99210 2.44736  0.105
H 18.01668 -22.66411 -0.34854  0.093
H 17.21311 -23.02367 -1.84414  0.108
H 18.96372 -23.22859 -1.69767  0.083
N 18.60860 -24.76501 5.56869  -0.620
O 18.93195 -25.45290 4.62682  -0.019
O 17.53335 -24.23588 5.71499  -0.022
O 19.54951 -24.60677 6.47277  -0.130
C 21.08721 -25.64739 -2.42114  0.015
C 20.88562 -24.85766 -1.07978  -0.747
O 20.55230 -25.53595 -0.09489  -0.069
O 21.05950 -23.62088 -1.07605  -0.085
H 21.45564 -24.99374 -3.21309  0.077
H 20.19533 -26.23499 -2.67027  0.059
H 21.79943 -26.42368 -2.16574  0.071
C 22.34326 -32.46065 3.75603  -0.013
C 22.66825 -31.27639 4.64352  -0.743
O 23.75381 -31.30736 5.20305  -0.042
O 21.73716 -30.45280 4.82507  -0.103
H 21.52900 -33.07903 4.15523  0.076
H 23.21591 -33.07120 3.70107  0.066
H 22.02934 -32.06713 2.80214  0.070
C 27.28262 -27.42535 3.22275  -0.003
C 26.64322 -26.58883 4.33013  -0.716
O 25.69014 -25.80117 4.05326  -0.137
O 27.10743 -26.70628 5.45505  -0.012
H 27.32924 -26.87311 2.31412  0.053
H 26.73062 -28.32781 3.02759  0.068
H 28.27963 -27.75020 3.55028  0.084

Output
Largest force on an atom   4.73 eV Å⁻¹
LUMO   -8.7581 eV
Kohn-Sham gap   5.370 eV
E_HOMO   -14.128 eV
Charge   +4
Molecular weight   984.2 g mol⁻¹